Entry 1:
C4H8N2O | the ωB97M-V functional and the def2-TZVPD basis

The value obtained for the energy is -341.99321 a.u. Its HOMO-LUMO gap is 10.28 eV. The calculation puts the LUMO energy at 0.829 eV. As for the spin multiplicity: 1. Its SMILES is O=C1NCCCN1.

Last column: natural (NBO) charge in e.
CARTESIAN COORDINATES (ANGSTROEM)
O  2.80839  -0.39734  -0.12911  -0.638
C  1.59816  -0.26193  -0.15309  0.775
N  0.71848  -1.34674  -0.09667  -0.650
C  -0.68603  -1.09802  -0.35907  -0.224
C  -1.16572  0.08421  0.48367  -0.424
C  -0.39091  1.31083  0.01228  -0.207
N  1.00126  0.97088  -0.25853  -0.644
H  0.90922  -1.93524  0.70041  0.393
H  -0.78036  -0.88134  -1.43263  0.196
H  -1.24826  -2.01815  -0.17883  0.211
H  -0.95487  -0.12003  1.54221  0.203
H  -2.24197  0.26624  0.39530  0.219
H  -0.43289  2.11422  0.75810  0.199
H  -0.85726  1.68977  -0.90679  0.184
H  1.67148  1.72160  -0.32415  0.408

=====

Entry 2:
C4H8N2O | the ωB97M-V functional and the def2-TZVPD basis

The value obtained for the energy is -341.83917 a.u. Its HOMO-LUMO gap is 7.88 eV. The calculation puts the LUMO energy at 0.601 eV. As for the spin multiplicity: 1.

Last column: natural (NBO) charge in e.
CARTESIAN COORDINATES (ANGSTROEM)
N  -1.20296  -0.86207  0.47488  -0.803
C  -0.71524  0.55505  0.17477  -0.185
C  0.26037  0.21938  -0.93490  -0.633
C  1.62295  -0.04154  -0.36032  -0.089
O  1.49595  -1.07980  0.64658  -0.784
C  -1.85944  1.36371  -0.25095  0.273
N  -2.76666  2.00439  -0.57522  -0.307
H  -0.51211  -1.29015  1.10202  0.448
H  -2.16871  -0.99483  0.78553  0.413
H  -0.31998  0.96407  1.11702  0.228
H  0.27258  0.94553  -1.75175  0.217
H  -0.82595  -1.13262  -0.56177  0.437
H  2.09058  0.83147  0.14201  0.133
H  2.30789  -0.37134  -1.15408  0.176
H  2.32074  -1.11126  1.14619  0.476

=====

Entry 3:
C4H8N2O | the ωB97M-V functional and the def2-TZVPD basis

The value obtained for the energy is -341.66569 a.u. Its HOMO-LUMO gap is 9.27 eV. The calculation puts the LUMO energy at 0.298 eV. As for the spin multiplicity: 1.

Last column: natural (NBO) charge in e.
CARTESIAN COORDINATES (ANGSTROEM)
C  -2.01023  1.39577  0.15395  -0.645
C  -1.44912  -0.16298  0.15940  0.102
C  -2.29963  -1.09075  -0.22264  -0.452
C  0.81289  -0.93755  0.05761  0.256
H  -1.63925  1.58790  -1.21278  0.233
H  -3.08154  1.29931  0.39271  0.193
H  -1.71004  2.31626  1.06061  0.237
H  -3.45968  -0.86456  -0.51843  0.248
H  -1.78823  -2.29025  -0.10677  0.201
H  0.84398  -2.01130  0.32171  0.201
H  2.43940  -0.63765  1.17506  0.348
H  1.79900  1.55176  0.09121  0.463
N  -0.00070  0.11790  -0.07609  -0.497
N  2.24280  -0.51002  0.15047  -0.337
O  2.57228  0.82081  -0.32674  -0.550

=====

Entry 4:
C4H8N2O | the ωB97M-V functional and the def2-TZVPD basis

The value obtained for the energy is -341.81962 a.u. Its HOMO-LUMO gap (spin up / spin down) is 7.58 / 7.92 eV. The calculation puts the LUMO energy (spin up / spin down) at 0.146 / 0.723 eV. As for the spin multiplicity: 1.

Last column: natural (NBO) charge in e.
CARTESIAN COORDINATES (ANGSTROEM)
C  -0.55257  0.16499  0.38160  -0.159
C  -1.25886  -0.37222  1.41484  -0.368
C  -0.69857  -0.46945  -1.00587  -0.256
C  0.39534  1.17152  0.50671  0.143
N  0.47924  -1.25052  -1.29151  -0.359
N  1.67027  -0.67477  -1.36662  -0.441
O  0.91814  1.48033  1.73342  -0.671
H  -1.28021  0.11488  2.37347  0.203
H  -1.85962  -1.25387  1.28628  0.187
H  -1.57532  -1.11851  -1.04113  0.214
H  -0.79633  0.31321  -1.76685  0.201
H  0.74393  1.74013  -0.34124  0.159
H  0.53330  -2.13947  -0.80354  0.369
H  1.57107  0.27593  -1.71562  0.291
H  1.71018  2.01782  1.63604  0.488

=====

Entry 5:
C4H8N2O | the ωB97M-V functional and the def2-TZVPD basis

The value obtained for the energy is -341.93951 a.u. Its HOMO-LUMO gap is 11.03 eV. The calculation puts the LUMO energy at 0.818 eV. As for the spin multiplicity: 1. Its SMILES is CN[C@H](C#N)CO.

Last column: natural (NBO) charge in e.
CARTESIAN COORDINATES (ANGSTROEM)
C  -1.81411  0.64984  0.73333  -0.422
N  -0.40552  0.27548  0.84598  -0.613
C  0.21253  -0.06620  -0.42593  -0.184
C  1.70592  -0.35653  -0.22324  -0.045
O  2.36898  0.76979  0.27997  -0.707
C  -0.43785  -1.21025  -1.10890  0.254
N  -0.95945  -2.11712  -1.60402  -0.313
H  -2.43045  -0.11299  0.23130  0.186
H  -2.22228  0.82200  1.73266  0.212
H  -1.89695  1.58612  0.17164  0.198
H  -0.31895  -0.51412  1.48216  0.365
H  0.12062  0.80997  -1.08040  0.235
H  2.16212  -0.61942  -1.18507  0.193
H  1.80458  -1.23597  0.43737  0.162
H  1.72446  1.26125  0.80980  0.481

=====

Entry 6:
C4H8N2O | the ωB97M-V functional and the def2-TZVPD basis

The value obtained for the energy is -341.91240 a.u. Its HOMO-LUMO gap is 10.94 eV. The calculation puts the LUMO energy at 0.979 eV. As for the spin multiplicity: 1. Its SMILES is [H]/N=C/CCN=C=O.[H][H].

Last column: natural (NBO) charge in e.
CARTESIAN COORDINATES (ANGSTROEM)
O  -2.40307  1.53817  1.16407  -0.517
C  -1.66385  0.62806  1.13976  0.901
N  0.14276  1.71784  -0.43256  -0.638
C  0.69551  0.70432  -0.95632  0.157
C  1.14407  -0.46776  -0.12491  -0.489
C  0.34895  -0.74763  1.17240  -0.206
N  -1.05914  -0.42354  1.13232  -0.583
H  -0.12096  2.40776  -1.13627  0.350
H  -1.28889  -1.12931  -1.83196  -0.021
H  0.88182  0.60970  -2.03590  0.158
H  2.18888  -0.28227  0.16021  0.239
H  1.15921  -1.36150  -0.75720  0.220
H  0.81409  -0.23475  2.01980  0.203
H  0.41095  -1.82185  1.37064  0.210
H  -1.44878  -1.04909  -1.10891  0.015

=====

Entry 7:
C4H8N2O | the ωB97M-V functional and the def2-TZVPD basis

The value obtained for the energy is -341.76651 a.u. Its HOMO-LUMO gap is 11.06 eV. The calculation puts the LUMO energy at 1.093 eV. As for the spin multiplicity: 1. Its SMILES is C=NN1C[C@H]1CO.

Last column: natural (NBO) charge in e.
CARTESIAN COORDINATES (ANGSTROEM)
C  1.72593  0.16850  -0.05165  -0.094
C  0.68082  -0.75484  0.29129  -0.120
C  0.08622  -1.51316  -0.79877  -0.288
C  -2.34453  0.69256  0.15320  -0.095
H  0.74268  1.64227  0.31104  0.451
H  2.55457  -0.09257  0.45266  0.181
H  1.92386  0.22512  -1.04386  0.173
H  0.23511  -0.97820  1.31304  0.250
H  -0.34275  -2.51257  -0.27921  0.235
H  0.68332  -1.69878  -1.69356  0.217
H  -2.48042  1.24063  -0.82984  0.181
H  -3.27355  0.61265  0.84480  0.181
N  -0.38012  -0.00405  -0.56950  -0.294
N  -1.51127  -0.18265  0.37263  -0.290
O  1.53828  1.41376  0.59234  -0.688

=====

Entry 8:
C4H8N2O | the ωB97M-V functional and the def2-TZVPD basis

The value obtained for the energy is -341.88532 a.u. Its HOMO-LUMO gap is 8.71 eV. The calculation puts the LUMO energy at 0.723 eV. As for the spin multiplicity: 1.

Last column: natural (NBO) charge in e.
CARTESIAN COORDINATES (ANGSTROEM)
C  -1.65821  -0.84072  0.56484  -0.642
C  0.57995  0.89435  -0.20226  0.341
N  1.50919  1.57321  0.53718  -0.821
C  0.74580  -0.42489  -0.76397  0.018
C  -1.21402  -0.02450  -0.62640  0.032
O  1.58539  -1.38932  -0.22128  -0.696
N  -0.66362  1.24349  -0.44765  -0.523
H  1.90813  -1.12148  0.64960  0.476
H  1.21116  2.48346  0.85793  0.409
H  2.48571  1.36906  0.37867  0.394
H  0.74639  -0.49232  -1.84539  0.205
H  -1.88040  -0.12484  -1.48896  0.176
H  -2.66035  -0.52082  0.87768  0.210
H  -0.98041  -0.72119  1.41260  0.204
H  -1.71470  -1.90348  0.31741  0.217

=====

Entry 9:
C4H8N2O | the ωB97M-V functional and the def2-TZVPD basis

The value obtained for the energy is -341.85489 a.u. Its HOMO-LUMO gap is 10.30 eV. The calculation puts the LUMO energy at 0.690 eV. As for the spin multiplicity: 1.

Last column: natural (NBO) charge in e.
CARTESIAN COORDINATES (ANGSTROEM)
C  -0.16021  1.98837  1.44233  -0.951
C  0.16551  -2.40541  -0.28677  -0.664
N  0.00161  -0.01046  0.00393  -0.748
C  -0.07822  1.26955  -0.29914  0.828
C  0.08888  -1.06326  -0.95428  0.442
N  0.10517  -0.95098  -2.21577  -0.646
O  -0.11237  2.03871  -1.19454  -0.531
H  -0.06190  0.60039  1.16221  0.473
H  0.04728  0.01512  -2.53376  0.352
H  0.69111  2.66318  1.40608  0.247
H  -0.14863  1.51854  2.44092  0.263
H  -1.09101  2.54504  1.37097  0.248
H  1.03963  -2.45447  0.36649  0.224
H  -0.71798  -2.57090  0.33394  0.224
H  0.23113  -3.18342  -1.04262  0.239

=====

Entry 10:
C4H8N2O | the ωB97M-V functional and the def2-TZVPD basis

The value obtained for the energy is -341.81101 a.u. Its HOMO-LUMO gap is 9.43 eV. The calculation puts the LUMO energy at 0.879 eV. As for the spin multiplicity: 1. Its SMILES is NC(=O)CN1C=C1.[H][H].

Last column: natural (NBO) charge in e.
CARTESIAN COORDINATES (ANGSTROEM)
N  -0.90491  -0.87063  0.93209  -0.842
C  -0.95250  0.50172  1.00031  0.657
O  -1.05467  1.08359  2.06187  -0.593
C  -0.85445  1.23600  -0.33474  -0.346
N  0.45988  1.18064  -1.03861  -0.427
C  1.20093  -0.11039  -0.90496  -0.055
C  0.57470  0.04957  -2.00353  -0.090
H  -1.12515  -1.37383  1.78038  0.405
H  -1.03068  -1.34761  0.05373  0.396
H  -1.64813  0.86715  -1.00077  0.188
H  -1.04753  2.28658  -0.10982  0.233
H  1.88819  -0.56194  -0.20788  0.244
H  2.02624  -2.61519  1.38941  0.002
H  0.28706  -0.15689  -3.02088  0.235
H  1.40615  -2.20790  1.33508  -0.006

=====

Entry 11:
C4H8N2O | the ωB97M-V functional and the def2-TZVPD basis

The value obtained for the energy is -341.82260 a.u. Its HOMO-LUMO gap is 10.45 eV. The calculation puts the LUMO energy at 0.912 eV. As for the spin multiplicity: 1. Its SMILES is [H]/N=C1\O[C@H]1N1CC1.[H][H].

Last column: natural (NBO) charge in e.
CARTESIAN COORDINATES (ANGSTROEM)
N  -2.41482  1.06622  0.07305  -0.696
C  -1.43352  0.70951  0.76976  0.526
O  -1.08706  -0.00416  1.84199  -0.514
C  -0.00826  0.65602  0.87311  0.177
N  0.71410  -0.06851  -0.03644  -0.413
C  1.85113  -0.93291  0.00550  -0.228
C  0.51977  -1.39778  -0.51879  -0.233
H  -3.29464  0.74515  0.47349  0.354
H  -0.63468  1.67043  -1.75516  0.016
H  0.09804  1.70166  -1.88479  -0.021
H  0.55315  1.42818  1.38894  0.212
H  2.62415  -0.64670  -0.70606  0.205
H  2.20576  -1.34238  0.94954  0.200
H  0.34192  -1.49234  -1.58768  0.208
H  -0.03506  -2.09239  0.11355  0.207

=====

Entry 12:
C4H8N2O | the ωB97M-V functional and the def2-TZVPD basis

The value obtained for the energy is -341.80344 a.u. Its HOMO-LUMO gap is 7.69 eV. The calculation puts the LUMO energy at 0.536 eV. As for the spin multiplicity: 1.

Last column: natural (NBO) charge in e.
CARTESIAN COORDINATES (ANGSTROEM)
C  1.23670  0.49500  -1.32675  -0.444
N  0.26771  0.81596  -0.27585  -0.509
C  -1.11608  0.34233  -0.28125  0.241
C  -0.30015  -0.17853  1.06636  0.397
C  0.22787  -1.41382  1.20165  -0.662
O  -0.54096  0.59607  2.17025  -0.686
N  -1.59870  -0.12812  -1.35344  -0.687
H  -1.34452  1.10551  1.99513  0.480
H  0.46430  1.65646  0.25662  0.412
H  -2.44470  -0.66300  -1.16739  0.357
H  2.20635  0.26434  -0.88534  0.214
H  0.87270  -0.35962  -1.89137  0.235
H  1.32401  1.33917  -2.01040  0.215
H  0.59301  -1.95997  0.34774  0.208
H  0.15244  -1.91179  2.15404  0.229

=====

Entry 13:
C4H8N2O | the ωB97M-V functional and the def2-TZVPD basis

The value obtained for the energy is -341.94698 a.u. Its HOMO-LUMO gap is 8.50 eV. The calculation puts the LUMO energy at 0.600 eV. As for the spin multiplicity: 1. Its SMILES is CC(C=O)=C(N)N.

Last column: natural (NBO) charge in e.
CARTESIAN COORDINATES (ANGSTROEM)
C  -0.46309  -1.72560  -0.03170  -0.626
C  -0.57724  -0.23213  0.18217  -0.299
C  -1.87320  0.42081  0.52770  0.387
C  0.56614  0.56318  -0.12469  0.440
H  -0.04363  -1.88673  -1.02233  0.182
H  -1.35716  -2.34295  0.07761  0.251
H  0.30143  -2.05968  0.68259  0.210
H  -1.85889  1.47402  0.65078  0.096
H  1.54331  -0.93539  -1.10732  0.400
H  2.32502  0.54841  -1.11088  0.384
H  1.76430  2.13702  0.36779  0.380
H  0.19539  2.32592  0.79513  0.388
N  1.66395  -0.05287  -0.63617  -0.802
N  0.77098  1.91628  0.12827  -0.805
O  -2.95731  -0.15029  0.62105  -0.585

=====

Entry 14:
C4H8N2O | the ωB97M-V functional and the def2-TZVPD basis

The value obtained for the energy is -341.92625 a.u. Its HOMO-LUMO gap is 10.82 eV. The calculation puts the LUMO energy at 0.869 eV. As for the spin multiplicity: 1. Its SMILES is CN1CC1.N=C=O.

Last column: natural (NBO) charge in e.
CARTESIAN COORDINATES (ANGSTROEM)
N  -2.23513  1.33503  0.39320  -0.795
C  -1.99471  1.70687  1.52033  0.843
O  -1.86051  2.10980  2.61717  -0.537
C  -0.10070  -1.40758  0.17123  -0.415
N  -0.01294  -0.13719  -0.53302  -0.437
C  1.03841  0.00615  -1.52157  -0.250
C  1.12603  0.71214  -0.21998  -0.258
H  -0.74675  -1.28223  1.04650  0.210
H  -1.56618  0.80937  -0.19234  0.444
H  0.88008  -1.77768  0.50819  0.176
H  -0.55330  -2.15344  -0.48838  0.207
H  1.69838  -0.84682  -1.67566  0.195
H  0.76318  0.54761  -2.42259  0.209
H  1.84505  0.33769  0.50791  0.197
H  0.91754  1.77768  -0.15482  0.211

=====

Entry 15:
C4H8N2O | the ωB97M-V functional and the def2-TZVPD basis

The value obtained for the energy is -341.82709 a.u. Its HOMO-LUMO gap is 9.70 eV. The calculation puts the LUMO energy at 0.710 eV. As for the spin multiplicity: 1. Its SMILES is N=C=CCO.C=N.

Last column: natural (NBO) charge in e.
CARTESIAN COORDINATES (ANGSTROEM)
C  -1.78753  0.28352  0.85731  -0.320
N  -0.46793  0.46926  0.93192  -0.605
C  0.51684  0.21373  -0.88973  -0.245
C  1.81176  -0.34426  -0.34792  -0.081
O  2.37176  0.57125  0.56078  -0.710
C  -0.48245  -0.50662  -1.46198  0.313
N  -1.63012  -0.87697  -1.47021  -0.489
H  -2.25502  -0.52542  1.42085  0.205
H  -2.39906  1.16981  0.68686  0.197
H  -2.01899  -0.46645  -0.40689  0.293
H  -0.05792  -0.36857  1.35542  0.342
H  0.59070  1.24130  -1.24532  0.251
H  2.54315  -0.49026  -1.15035  0.200
H  1.63329  -1.33207  0.10826  0.162
H  1.63154  0.96174  1.05100  0.487

=====

Entry 16:
C4H8N2O | the ωB97M-V functional and the def2-TZVPD basis

The value obtained for the energy is -341.81859 a.u. Its HOMO-LUMO gap (spin up / spin down) is 7.62 / 7.75 eV. The calculation puts the LUMO energy (spin up / spin down) at 0.707 / 0.624 eV. As for the spin multiplicity: 1.

Last column: natural (NBO) charge in e.
CARTESIAN COORDINATES (ANGSTROEM)
C  0.36747  -0.42519  -0.10240  0.182
C  -0.56690  -0.59308  -1.26445  -0.660
N  1.28157  -1.47790  0.05131  -0.809
C  0.79606  0.87130  0.31319  -0.228
C  -0.03425  1.93614  0.51181  -0.390
N  -1.03849  -0.11351  1.43930  0.155
O  -2.14809  -0.16390  1.06333  -0.284
H  0.88901  -2.39472  -0.10933  0.377
H  1.81212  -1.45026  0.91057  0.377
H  1.75675  0.88608  0.82194  0.202
H  -0.02459  -0.96721  -2.13566  0.230
H  -1.36594  -1.29922  -1.00652  0.220
H  -1.06575  0.33812  -1.52691  0.227
H  0.32659  2.81615  1.02421  0.208
H  -0.98559  2.03722  0.00959  0.195

=====

Entry 17:
C4H8N2O | the ωB97M-V functional and the def2-TZVPD basis

The value obtained for the energy is -341.95747 a.u. Its HOMO-LUMO gap is 10.22 eV. The calculation puts the LUMO energy at 0.905 eV. As for the spin multiplicity: 1. Its SMILES is NC(=O)N1CCC1.

Last column: natural (NBO) charge in e.
CARTESIAN COORDINATES (ANGSTROEM)
C  1.48593  -0.31852  -0.05729  0.772
C  -0.70194  0.95592  0.11910  -0.209
C  -1.84971  -0.12682  0.16803  -0.419
C  -0.82750  -1.18657  -0.20800  -0.206
H  2.03996  1.59373  -0.50130  0.381
H  3.28094  0.55846  -0.01643  0.402
H  -0.84499  1.88648  -0.48455  0.191
H  -0.44838  1.27195  1.10262  0.188
H  -2.65399  0.06993  -0.60228  0.212
H  -2.27172  -0.23454  1.18960  0.214
H  -0.56993  -1.94021  0.60251  0.219
H  -1.04535  -1.71912  -1.14950  0.200
N  2.32093  0.75802  0.01300  -0.830
N  0.18797  -0.10873  -0.39515  -0.451
O  1.89777  -1.45998  0.21965  -0.665